<i>
{
  "formula": "C8H11NO3",
  "method": "the ωB97M-V functional and the def2-TZVPD basis",
  "orbital_gap_ev": 9.7,
  "lumo_ev": 0.7,
  "homo_ha": -0.3299,
  "symbols": ["C", "C", "C", "C", "C", "C", "C", "C", "H", "H", "H", "H", "H", "H", "H", "H", "H", "H", "H", "N", "O", "O", "O"],
  "positions_angstrom": [[1.975, 1.264, -0.544], [0.585, -0.356, 0.157], [1.636, -1.051, -0.718], [2.555, -0.057, -0.012], [1.671, -0.253, 1.239], [-2.327, 0.920, -0.114], [-2.884, -0.983, -0.855], [-3.005, -1.041, 0.490], [2.217, 1.445, -1.600], [2.281, 2.154, 0.030], [-0.428, -0.714, 0.307], [1.824, -2.106, -0.460], [1.501, -0.957, -1.804], [3.624, -0.198, 0.038], [1.833, -1.206, 1.736], [1.630, 0.566, 1.970], [-1.852, 2.354, 1.032], [-3.125, -1.732, -1.591], [-3.308, -1.740, 1.243], [-2.404, 0.304, -1.230], [0.572, 0.995, -0.390], [-1.957, 2.190, 0.084], [-2.614, 0.201, 0.993]]
}


<ii>
{
  "formula": "C8H11NO3",
  "method": "the ωB97M-V functional and the def2-TZVPD basis",
  "orbital_gap_ev": 8.6,
  "lumo_ev": 0.1,
  "homo_ha": -0.3114,
  "smiles": "Cc1cccc(O)c1C.O=NO",
  "symbols": ["C", "C", "C", "C", "C", "C", "O", "C", "C", "H", "H", "H", "H", "H", "H", "H", "H", "H", "H", "O", "N", "O", "H"],
  "positions_angstrom": [[-1.833, 1.282, -0.698], [-1.035, 0.111, -0.217], [-1.267, -1.057, -0.888], [-0.509, -2.243, -0.617], [0.524, -2.160, 0.294], [0.700, -1.029, 1.126], [1.679, -1.231, 2.050], [0.011, 0.143, 0.723], [0.324, 1.482, 1.573], [-2.788, 0.944, -1.182], [-1.376, 1.876, -1.386], [-2.198, 1.884, 0.111], [-2.088, -1.074, -1.576], [-0.683, -3.219, -1.087], [1.069, -3.125, 0.562], [1.849, -0.573, 2.673], [1.238, 1.337, 1.992], [-0.447, 1.638, 2.189], [0.180, 2.242, 0.780], [2.817, 1.288, -0.789], [1.706, 0.987, -0.975], [1.527, 0.225, -2.250], [0.599, 0.273, -2.408]]
}


Least stable structure: <ii>